Molecular formula: C68H51IN2O14
Method: DFT, ωB97M-V/def2-TZVPD

The geometry in XYZ format:
```
136
Properties=species:S:1:pos:R:3:mulliken_charge:R:1
N 7.0225 -1.0110 -1.4732 -0.77
C 7.1618 0.3628 -1.9811 -0.45
C 6.7873 1.3924 -0.9095 -0.49
C 6.0762 2.6101 -1.5201 -1.24
C 4.5598 2.3900 -1.6368 -0.08
C 3.6675 3.0721 -0.5922 -0.73
N 3.2509 2.1567 0.4908 -0.43
I 4.5464 2.3811 2.1010 -0.02
C 1.8228 2.2930 0.9004 2.49
C 0.9637 1.8707 -0.3246 -0.65
C 1.5375 0.8116 -1.2700 -0.94
C 1.9580 -0.4872 -0.5655 0.47
C 2.6564 -1.4088 -1.5015 -0.30
O 3.6482 -1.1692 -2.1352 -0.61
O 2.0948 -2.6851 -1.6061 -0.49
C 1.4737 3.7921 1.2988 0.11
O 1.4915 4.0843 2.4992 -0.83
O 1.1985 4.5473 0.3280 -0.75
C 1.4500 1.2553 2.0344 -0.75
O 0.3122 1.4346 2.5131 -0.54
O 2.2763 0.3419 2.2762 -0.83
H 6.0655 -1.1419 -1.1566 0.25
H 7.1530 -1.6721 -2.2314 0.27
H 8.2086 0.4894 -2.2745 0.36
H 6.5314 0.5371 -2.8630 0.27
H 7.6724 1.7060 -0.3490 0.39
H 6.1261 0.9079 -0.1859 0.21
H 6.2948 3.5098 -0.9376 0.39
H 6.4887 2.7752 -2.5225 0.42
H 4.2100 2.6809 -2.6327 0.51
H 4.3751 1.3120 -1.5604 -0.20
H 4.1751 3.9529 -0.1835 0.86
H 2.7630 3.4606 -1.0542 0.16
H 0.7338 2.7698 -0.8986 0.39
H 0.0192 1.4951 0.0821 0.14
H 0.7601 0.5707 -2.0084 0.62
H 2.3835 1.2029 -1.8329 0.00
H 1.0879 -0.9879 -0.1431 0.36
H 2.6448 -0.2419 0.2548 0.18
H 1.4389 -2.6524 -2.3132 0.34
C -2.9982 6.1295 -7.3642 -0.47
C -2.9090 7.5178 -7.3365 -0.44
C -2.5379 8.1652 -6.1711 -0.57
C -2.2589 7.4298 -5.0246 0.18
C -2.3590 6.0411 -5.0494 0.15
C -2.7246 5.3943 -6.2240 -0.50
C -2.0923 5.2190 -3.8221 0.44
O -2.1871 4.0112 -3.8757 -0.68
C -1.7316 5.9441 -2.5785 -0.03
C -1.5128 5.2184 -1.4159 -0.34
C -1.1664 5.8696 -0.2401 0.30
C -1.0292 7.2511 -0.2349 -1.08
C -1.2449 7.9855 -1.3892 -0.80
C -1.6024 7.3428 -2.5684 0.19
C -1.8458 8.1542 -3.7791 0.71
O -1.7284 9.3654 -3.7969 -0.71
H -3.2824 5.6226 -8.2778 0.38
H -3.1283 8.0930 -8.2275 0.38
H -2.4558 9.2427 -6.1269 0.46
H -2.7886 4.3147 -6.2201 0.48
H -1.6014 4.1409 -1.4378 0.57
H -0.9735 5.2998 0.6542 0.41
H -0.7364 7.7515 0.6787 0.45
H -1.1371 9.0617 -1.3962 0.44
C -2.6339 4.7751 3.0980 -0.57
C -1.8395 3.6971 2.7246 -1.16
C -2.4465 2.5219 2.2949 -0.09
C -3.8297 2.4185 2.2598 0.27
C -4.6278 3.4887 2.7016 0.44
C -4.0191 4.6735 3.0945 -0.92
C -6.0982 3.3653 2.8082 0.47
O -6.8131 4.2788 3.1780 -0.72
C -6.7011 2.0298 2.4885 0.28
C -8.0678 1.8472 2.6641 -0.58
C -8.6471 0.6240 2.3729 -0.48
C -7.8650 -0.4223 1.8950 -0.61
C -6.5047 -0.2436 1.7131 -0.40
C -5.9172 0.9785 2.0172 0.26
C -4.4387 1.1397 1.8244 0.26
O -3.7836 0.2359 1.3508 -0.64
H -2.1626 5.6952 3.4226 0.50
H -0.7524 3.7398 2.7708 0.68
H -1.8069 1.6921 2.0230 0.84
H -4.6430 5.4961 3.4184 0.46
H -8.6571 2.6751 3.0342 0.47
H -9.7106 0.4819 2.5198 0.39
H -8.3182 -1.3790 1.6682 0.38
H -5.8749 -1.0422 1.3449 0.50
C -4.9323 -6.0150 8.8062 -0.44
C -6.1080 -5.5695 8.2103 -0.48
C -6.0692 -4.5467 7.2788 -0.53
C -4.8556 -3.9588 6.9416 0.23
C -3.6799 -4.3973 7.5462 0.15
C -3.7223 -5.4305 8.4753 -0.56
C -2.3597 -3.7663 7.2236 0.60
O -1.3468 -4.1716 7.7568 -0.68
C -2.3554 -2.6456 6.2513 0.27
C -1.1518 -2.0146 5.9572 -0.79
C -1.1171 -0.9701 5.0465 -0.72
C -2.2870 -0.5545 4.4239 -0.25
C -3.4912 -1.1796 4.7054 -0.83
C -3.5350 -2.2228 5.6224 0.21
C -4.8406 -2.8625 5.9201 0.46
O -5.8710 -2.5280 5.3731 -0.70
H -4.9629 -6.8190 9.5307 0.39
H -7.0549 -6.0233 8.4741 0.37
H -6.9692 -4.1873 6.7988 0.47
H -2.7962 -5.7586 8.9270 0.47
H -0.2500 -2.3556 6.4467 0.46
H -0.1845 -0.4761 4.8042 0.54
H -2.2461 0.2566 3.7071 0.75
H -4.4065 -0.8681 4.2194 0.56
C 4.3736 -3.9973 -3.3213 -0.24
C 3.4776 -4.1427 -4.3744 -0.75
C 3.3003 -5.3694 -4.9896 -0.70
C 4.0331 -6.4720 -4.5641 0.29
C 4.9519 -6.3284 -3.5179 0.29
C 5.1128 -5.0926 -2.9011 -0.78
C 5.7761 -7.4770 -3.0571 0.48
O 6.5755 -7.3778 -2.1512 -0.66
C 5.5941 -8.7858 -3.7623 0.21
C 6.3769 -9.8684 -3.3797 -0.55
C 6.2213 -11.0913 -4.0088 -0.46
C 5.2793 -11.2403 -5.0216 -0.47
C 4.4994 -10.1641 -5.4076 -0.56
C 4.6566 -8.9325 -4.7827 0.19
C 3.8149 -7.7792 -5.2314 0.65
O 2.9930 -7.9274 -6.1132 -0.68
H 4.4768 -3.0332 -2.8391 0.62
H 2.9141 -3.2819 -4.7122 0.51
H 2.5985 -5.4930 -5.8032 0.45
H 5.8205 -5.0033 -2.0881 0.50
H 7.0993 -9.7311 -2.5868 0.48
H 6.8333 -11.9328 -3.7102 0.39
H 5.1554 -12.1987 -5.5095 0.39
H 3.7620 -10.2566 -6.1931 0.47
```

Calculated values
Molecular weight = 1247.06 g/mol
Total charge = -2
LUMO energy = 1.630 eV
DFT total energy = -111094.081 eV
Highest occupied orbital energy = -2.36 eV